No. 1
Computed, not measured: a molecular structure, C27H58NP3Zn, with the ωB97M-V functional and the def2-TZVPD basis.

Geometry as ORCA input:
```
! RIJCOSX wB97M-V def2-TZVPD def2/J DEFGRID3
* xyz 0 1
P -3.991 3.319 -1.624
P -3.583 0.001 -3.617
C -4.536 2.731 -3.254
C -4.908 1.243 -3.313
H -3.691 3.014 -3.906
H -5.378 3.343 -3.645
H -5.473 0.939 -2.417
H -5.603 1.159 -4.168
C -4.080 -0.481 -5.329
H -3.473 -1.314 -5.700
H -3.952 0.361 -6.030
H -5.141 -0.775 -5.347
C -3.848 -1.403 -2.491
H -4.628 -2.063 -2.921
H -4.195 -1.097 -1.486
H -2.924 -1.993 -2.376
C -4.305 5.073 -1.862
H -4.309 5.570 -0.888
H -5.291 5.192 -2.325
H -3.537 5.518 -2.503
C -5.050 2.694 -0.348
H -5.044 1.600 -0.251
H -6.076 3.023 -0.573
H -4.727 3.133 0.607
Zn -0.546 -0.315 0.787
C -1.957 0.999 -4.039
C -1.681 2.390 -4.401
C -0.330 2.993 -4.215
C -0.126 3.783 -2.864
C -1.270 4.089 -2.019
C -2.228 3.146 -1.479
C -1.980 1.527 -1.478
C -1.214 0.829 -2.591
C -1.270 0.999 2.016
H -1.492 0.270 -4.741
H -2.302 2.978 -5.104
H -0.014 3.674 -5.050
H 0.449 2.208 -4.219
H 0.549 3.165 -2.260
H 0.469 4.681 -3.123
H -1.230 5.046 -1.498
H -2.234 3.387 -0.373
H -2.971 1.046 -1.331
H -1.515 1.346 -0.475
H -0.170 1.176 -2.607
H -1.076 -0.230 -2.328
H -2.384 0.929 2.023
H -0.970 2.059 1.792
H -0.873 0.753 3.043
C 0.554 -4.321 0.564
C 1.907 -3.889 -0.019
C 2.966 -4.957 0.322
C 1.654 -3.804 -1.535
P 2.324 -2.135 0.585
N 0.949 -1.341 0.426
C 2.962 -2.141 2.339
C 4.420 -2.647 2.462
C 2.858 -0.716 2.913
C 2.068 -3.023 3.212
C 3.620 -1.335 -0.543
C 4.264 -0.126 0.153
C 4.738 -2.324 -0.962
C 2.924 -0.744 -1.782
H 0.237 -5.238 0.044
H -0.177 -3.532 0.363
H 0.575 -4.522 1.639
H 2.632 -5.906 -0.135
H 3.961 -4.732 -0.088
H 3.058 -5.146 1.405
H 0.900 -3.023 -1.713
H 2.543 -3.605 -2.145
H 1.225 -4.764 -1.863
H 5.165 -1.982 2.010
H 4.670 -2.698 3.534
H 4.563 -3.654 2.050
H 1.938 -0.229 2.573
H 2.825 -0.770 4.009
H 3.710 -0.090 2.649
H 1.026 -2.695 3.164
H 2.125 -4.087 2.969
H 2.399 -2.915 4.254
H 4.884 -0.391 1.016
H 4.922 0.373 -0.575
H 3.489 0.592 0.450
H 4.386 -3.127 -1.628
H 5.495 -1.746 -1.524
H 5.259 -2.777 -0.103
H 2.544 -1.496 -2.478
H 2.087 -0.118 -1.451
H 3.639 -0.103 -2.323
*
```

Properties
Kohn-Sham gap (spin up / spin down) ... 3.902 / 3.884 eV
HOMO energy (spin up / spin down) ... -4.0 / -3.9 eV

***

No. 2
Computed, not measured: a molecular structure, C25H20F12NO3S2W, with the ωB97M-V functional and the def2-TZVPD basis.

Geometry as ORCA input:
```
! RIJCOSX wB97M-V def2-TZVPD def2/J DEFGRID3
* xyz 2 2
W 0.104 -1.112 -0.826
C -2.553 4.818 -3.654
C -2.141 3.694 -2.750
C -3.023 3.149 -1.823
C -2.624 2.122 -0.990
C -1.342 1.586 -1.082
N -0.957 0.599 -0.128
C -1.101 0.962 1.186
C -1.162 2.338 1.530
C -1.377 2.756 2.818
C -1.552 1.832 3.849
C -1.796 2.265 5.256
C -1.434 0.466 3.535
C -1.179 0.017 2.263
C -1.046 -1.469 1.995
O -0.213 -1.689 0.889
C -0.313 -2.249 3.133
F -0.004 -3.477 2.702
F 0.831 -1.618 3.416
F -1.029 -2.367 4.242
C -2.440 -2.090 1.683
F -3.212 -2.059 2.757
F -3.032 -1.373 0.713
F -2.326 -3.344 1.249
C -0.466 2.067 -2.067
C -0.867 3.134 -2.856
C 0.885 1.391 -2.262
O 0.703 -0.007 -2.148
C 1.930 1.788 -1.160
F 3.181 1.651 -1.553
F 1.766 0.947 -0.085
F 1.730 3.022 -0.737
C 1.493 1.603 -3.678
F 0.566 1.396 -4.609
F 1.970 2.843 -3.791
F 2.481 0.740 -3.886
H -3.313 5.442 -3.186
H -2.976 4.419 -4.578
H -1.704 5.443 -3.923
H -4.028 3.543 -1.738
H -3.304 1.718 -0.250
H -0.997 3.070 0.753
H -1.406 3.816 3.038
H -2.286 3.236 5.294
H -0.840 2.358 5.781
H -2.395 1.537 5.800
H -1.554 -0.238 4.345
H -0.194 3.553 -3.590
O 1.661 -2.426 -0.916
S 1.793 -3.929 -0.459
C 3.055 -3.835 0.842
C 4.363 -4.382 0.257
C 4.315 -4.146 -1.251
C 2.927 -4.609 -1.679
H 2.681 -4.378 1.708
H 3.105 -2.772 1.081
H 4.445 -5.449 0.467
H 5.213 -3.889 0.725
H 5.083 -4.708 -1.780
H 4.449 -3.089 -1.487
H 2.814 -5.693 -1.605
H 2.585 -4.281 -2.660
S -2.555 -2.659 -2.403
C -1.385 -1.987 -1.713
*
```

Properties
⟨S²⟩ ... 0.801
Kohn-Sham gap (spin up / spin down) ... 5.675 / 6.243 eV
HOMO energy (spin up / spin down) ... -13.8 / -14.5 eV

***

No. 3
Computed, not measured: a gas-phase ion, C6H18NP2 (charge +1), with the ωB97M-V functional and the def2-TZVPD basis.

Geometry as ORCA input:
```
! RIJCOSX wB97M-V def2-TZVPD def2/J DEFGRID3
* xyz 1 3
C 2.197 -0.757 -1.582
C -0.432 -1.957 -1.511
C 0.204 0.648 -2.855
C -1.795 -0.572 1.639
C -1.049 2.355 1.544
C 0.805 0.207 2.687
N 0.239 0.515 0.005
P 0.408 -0.365 -1.347
P -0.495 0.604 1.414
H 2.868 0.026 -1.220
H 2.559 -1.541 -0.890
H 2.405 -1.018 -2.626
H -1.587 -1.838 -1.534
H -0.159 -2.362 -2.431
H -0.078 -2.612 -0.799
H -0.833 1.027 -2.816
H 0.831 1.502 -3.004
H 0.289 0.099 -3.862
H -1.713 -1.466 1.048
H -1.777 -1.038 2.655
H -2.749 -0.082 1.537
H -0.193 2.916 1.295
H -1.904 2.633 0.999
H -1.221 2.669 2.656
H 1.699 0.798 2.430
H 0.399 0.485 3.803
H 1.082 -0.877 2.766
*
```

Properties
⟨S²⟩ ... 2.006
Kohn-Sham gap (spin up / spin down) ... 4.220 / 7.486 eV
HOMO energy (spin up / spin down) ... -6.4 / -14.8 eV

***

No. 4
Computed, not measured: C17H18N2O4 in the gas phase, with the ωB97M-V functional and the def2-TZVPD basis.

Geometry as ORCA input:
```
! RIJCOSX wB97M-V def2-TZVPD def2/J DEFGRID3
* xyz 0 1
O -0.115 4.041 -0.834
C 0.623 3.113 -0.563
N 0.318 2.054 0.241
C -0.850 1.801 0.940
C -1.880 2.740 1.023
C -3.014 2.475 1.762
C -3.144 1.273 2.442
C -2.145 0.325 2.347
C -0.999 0.555 1.587
C 0.050 -0.490 1.458
O 1.231 -0.235 1.233
N -0.379 -1.762 1.595
C 0.471 -2.906 1.386
C 0.124 -3.608 0.061
C 0.487 -2.772 -1.175
C -0.685 -3.034 -2.119
C -1.832 -3.198 -1.126
O -1.280 -3.855 0.000
C 1.987 3.028 -1.109
C 2.654 3.912 -1.920
C 3.929 3.354 -2.146
C 3.946 2.174 -1.461
O 2.784 1.968 -0.834
H 1.043 1.347 0.392
H -1.768 3.678 0.507
H -3.795 3.217 1.822
H -4.019 1.077 3.043
H -2.245 -0.597 2.901
H -1.366 -1.962 1.631
H 1.506 -2.558 1.365
H 0.332 -3.606 2.214
H 0.632 -4.582 0.042
H 1.446 -3.067 -1.594
H 0.532 -1.716 -0.910
H -0.857 -2.225 -2.824
H -0.530 -3.963 -2.669
H -2.653 -3.813 -1.500
H -2.231 -2.214 -0.835
H 2.266 4.837 -2.294
H 4.722 3.768 -2.734
H 4.703 1.423 -1.348
*
```

Properties
Kohn-Sham gap ... 8.913 eV
SMILES ... O=C(Nc1ccccc1C(=O)NC[C@@H]1CCCO1)c1ccco1
HOMO energy ... -8.4 eV

***

No. 5
Computed, not measured: a molecular structure, C3H2O4Yb, with the ωB97M-V functional and the def2-TZVPD basis.

Geometry as ORCA input:
```
! RIJCOSX wB97M-V def2-TZVPD def2/J DEFGRID3
* xyz 1 2
O 2.050 -0.177 0.098
C 3.126 0.182 -0.182
O 4.209 0.479 -0.412
O -1.722 1.200 0.114
C -2.944 0.671 -0.145
C -3.134 -0.670 -0.145
O -2.101 -1.519 0.072
Yb -0.355 -0.386 0.511
H -3.778 1.363 -0.315
H -4.129 -1.102 -0.313
*
```

Properties
⟨S²⟩ ... 0.756
Kohn-Sham gap (spin up / spin down) ... 8.137 / 7.163 eV
HOMO energy (spin up / spin down) ... -12.6 / -12.6 eV

***

No. 6
Computed, not measured: CHF5N3OP3 in the gas phase, with the ωB97M-V functional and the def2-TZVPD basis.

Geometry as ORCA input:
```
! RIJCOSX wB97M-V def2-TZVPD def2/J DEFGRID3
* xyz 0 1
O 0.047 -2.356 -0.041
P 1.209 -2.130 -0.901
N 2.281 -1.298 0.054
P 2.483 -0.181 1.100
N 1.359 0.946 0.489
F 1.231 2.164 1.154
P 0.638 0.838 -1.074
F 0.278 2.406 -1.124
N -0.977 0.335 -0.764
F -1.307 -0.537 -1.813
C -1.666 -0.023 0.411
F -0.833 -0.215 1.456
F -2.479 0.983 0.797
H -2.264 -0.933 0.258
*
```

Properties
Kohn-Sham gap ... 9.059 eV
SMILES ... O=P/N=P\N(F)P(F)N(F)C(F)F
HOMO energy ... -10.3 eV

***

No. 7
Computed, not measured: 2 unconnected molecules or ions with the total composition C4H12N2O2, with the ωB97M-V functional and the def2-TZVPD basis.

Geometry as ORCA input:
```
! RIJCOSX wB97M-V def2-TZVPD def2/J DEFGRID3
* xyz 0 1
C -0.820 -0.237 1.974
N -0.609 0.534 0.793
C -1.197 0.234 -0.433
O -1.752 -0.808 -0.678
C 0.487 1.484 0.672
C 1.844 1.057 0.015
N 1.533 0.535 -1.308
H -0.492 -1.278 1.767
H -1.913 -0.176 2.137
H -0.231 0.091 2.826
H -0.939 0.982 -1.280
H 0.078 2.312 0.068
H 0.712 1.981 1.617
H 2.395 1.998 -0.134
H 2.245 0.217 0.585
H 2.058 0.838 -2.109
H 1.570 -0.484 -1.379
O -1.378 -3.339 -1.622
H -1.639 -2.550 -1.121
H -1.952 -3.391 -2.389
*
```

Properties
Kohn-Sham gap ... 9.803 eV
SMILES ... CN(C=O)CCN.O
HOMO energy ... -9.0 eV

***

No. 8
Computed, not measured: 2 unconnected molecules or ions with the total composition C5H14, with the ωB97M-V functional and the def2-TZVPD basis.

Geometry as ORCA input:
```
! RIJCOSX wB97M-V def2-TZVPD def2/J DEFGRID3
* xyz 0 1
C -2.411 -1.878 -1.013
C -1.042 -1.246 -0.806
C -0.046 -2.286 -0.256
H -2.725 -2.403 -0.112
H -2.383 -2.596 -1.833
H -3.166 -1.118 -1.223
H -0.668 -0.760 -1.707
H -1.113 -0.407 -0.107
H 0.554 -2.645 -1.100
H 0.622 -1.956 0.538
H -0.512 -3.198 0.124
C 1.136 1.940 0.903
C 2.065 3.142 0.926
H 0.350 2.114 1.635
H 0.710 1.807 -0.093
H 1.625 1.002 1.160
H 3.111 2.941 0.705
H 2.103 3.549 1.944
H 1.791 3.999 0.314
*
```

Properties
Kohn-Sham gap ... 12.389 eV
SMILES ... CCC.CC
HOMO energy ... -11.3 eV

***

What ΔE to the lowest compared entry with this formula, charge and spin values result from the calculations? In sequence: 56.0; 1.3; 0.0; 25.8; 0.0; 201.1; 46.3; 6.9 kcal per mole.